The following is a quantum chemistry calculation of a cluster of 10 separate species, C104H228N10 in total at a distorted geometry, from the OMol25 dataset.

Output
**Calculated total energy**: -126332.1875 eV
**Frontier orbital gap**: 0.3334 hartree
**HOMO**: -24.29 eV
**Molar mass**: 1619.04 g/mol

The geometry in ORCA input format:
```
! wB97M-V def2-TZVPD RIJCOSX def2/J DEFGRID3
* xyz 10 1
N -2.2702 -4.7617 10.4465
N -5.2663 -8.1469 -1.9142
N 2.1630 6.1397 -5.1054
N 4.1299 4.9330 3.1256
N 7.8193 -0.8241 -2.3218
N -1.6678 -2.3046 -6.3433
N -5.1688 7.9242 3.3718
N -8.1039 5.4460 -3.0869
N -1.3314 -2.0459 2.4901
N 10.6118 -5.4906 1.4788
C -9.2224 4.9768 -0.8844
C -1.7536 -6.6307 7.1334
C -3.4067 6.4983 2.3096
C 0.1542 -2.8304 0.6890
C -10.5663 5.1965 -3.0083
C 1.3646 3.1910 1.0347
C 1.5855 4.7725 -4.7744
C -6.6456 3.3566 -2.9302
C -6.3650 -9.7239 -0.3127
C 11.7848 -3.4185 2.2839
C 0.1035 4.6905 -4.2926
C -1.9741 -3.3363 2.7880
C 2.8269 4.4884 2.5685
C -3.4417 -2.7324 9.6706
C -4.1885 0.6547 0.4716
C 2.8263 3.4926 1.4494
C -4.6001 -2.6664 -2.8393
C 4.5760 1.2719 -3.1677
C 0.8936 4.3107 0.0986
C -1.2767 -1.3474 3.8796
C -4.7830 -3.5058 9.7698
C -6.1239 9.0689 3.1209
C 0.5453 -1.4210 -6.0967
C -5.0274 -2.7031 -4.3128
C -9.4168 5.8893 -3.6200
C -1.7488 3.1932 -3.2882
C -0.7118 -3.4267 -6.7400
C 7.1917 -4.1739 2.8440
C -7.0610 6.3579 -3.7132
C -6.6339 11.2929 2.1968
C -5.5442 10.2580 2.4422
C 4.9976 1.3389 4.2733
C -8.1669 5.6978 -1.6061
C 8.4867 -0.7510 -3.6839
C -5.4304 -7.4491 -3.2311
C -4.1361 5.1861 2.7468
C 1.8861 6.5246 -6.4954
C 8.5430 0.1664 -1.3462
C -2.9005 -3.1735 4.0391
C 11.5808 -6.4348 2.1528
C -6.2194 -3.7434 0.6435
C -4.8908 -7.1391 -0.8138
C -3.5900 -5.4054 10.7829
C 4.4116 4.8824 -5.6144
C 5.7079 6.8318 2.8935
C 0.0634 -2.1059 2.0202
C -1.7817 0.1306 1.1585
C -5.8830 -6.0229 -0.4913
C 4.2328 2.6614 4.4184
C -1.2612 -5.3049 11.4766
C -1.8035 -5.0616 9.0730
C -4.4178 7.6429 2.1581
C 11.9181 -1.9969 1.8340
C 1.5723 7.2643 -4.2916
C 6.3077 -0.5257 -2.3618
C 8.4044 -4.1971 1.9734
C -5.8271 6.6937 3.8038
C 9.4282 -5.2351 2.3624
C -3.2731 -8.3958 -3.1657
C 11.3975 -7.0948 -0.2384
C -2.6115 -1.7050 4.5098
C 6.0125 0.9513 -2.6536
C 4.7144 7.1440 4.0202
C -2.0967 -1.5105 -7.5690
C -2.7197 0.6550 0.0363
C 3.5117 1.2045 -2.1241
C 4.9472 3.6739 3.5864
C -4.0377 -2.0388 -5.2500
C 12.3147 -7.0543 0.9462
C -4.3316 -7.9630 -4.1466
C -2.4183 -3.2438 10.6570
C -2.8390 -2.9050 -5.5686
C -5.2320 -4.9097 0.3291
C 7.8421 -3.0960 -3.2007
C -7.8085 4.0331 -3.5643
C 0.5965 -2.6900 -7.0080
C -1.7528 -6.5255 8.6159
C 5.9451 5.0166 -5.4269
C -2.1966 -1.2651 1.5402
C -0.3577 3.3146 -3.8867
C -4.1074 -9.0730 -2.1389
C 8.1169 -0.0224 0.0585
C -4.9505 5.4809 3.9529
C -0.8678 -1.4251 -5.4578
C 2.1239 8.0206 -6.5688
C -6.4674 1.8898 -3.4201
C -2.7673 -2.3418 -8.6612
C -4.2599 8.3751 4.4811
C 1.9812 8.5470 -5.1171
C 3.6548 6.0331 -4.8602
C 11.2801 -4.2136 1.1020
C 8.9483 0.8986 1.0020
C -7.6731 -10.5414 -0.0279
C 4.9261 5.7694 2.1158
C 8.1130 -2.3079 -1.8812
C -4.6771 -5.0124 9.8205
C -10.5314 5.3733 -1.4892
C -3.3528 -1.4539 -9.7443
C 6.3339 -2.9217 2.5345
C 8.0934 -2.0550 -4.3273
C 4.0917 5.8309 4.3590
C 1.6274 -3.1145 0.2322
C -6.4639 -8.9702 -1.6146
C 10.1875 -6.2956 0.1940
H -5.6042 -5.3988 10.1718
H -3.4301 -1.0859 4.1388
H 0.7351 -2.4992 -8.0685
H -1.5762 -7.6853 6.8373
H -9.2421 5.2999 0.1617
H -0.4343 -2.2725 -0.0515
H -6.6109 9.2668 4.0648
H 6.0283 1.2830 4.6234
H 4.4983 0.5446 4.8150
H 0.0231 5.3550 -3.3963
H 6.6352 -5.0985 2.6706
H 7.3167 -1.9369 -5.0768
H -7.6883 4.1276 -4.6481
H 1.4547 -3.2962 -6.7315
H -4.8396 8.6669 5.3545
H 9.5295 -0.7461 -3.3739
H 10.9631 -7.1850 2.6241
H -3.8111 8.4783 1.8672
H 6.4648 4.2247 -5.9863
H 8.6036 1.9085 0.8073
H -5.3760 -3.0996 10.5709
H -4.7217 10.7724 2.9653
H -2.4775 3.5810 -3.9998
H -1.0213 -7.1659 9.1057
H -0.8473 -1.9489 -4.4840
H -4.7694 -7.7991 0.0402
H -6.8926 8.6511 2.4626
H -7.3564 -11.4493 0.5340
H -7.1406 5.5390 -1.2795
H -1.5657 -5.0455 12.4981
H 11.0755 -3.4887 3.0886
H -1.8236 3.9280 -2.4974
H 6.9174 -1.9961 2.5943
H -3.9349 -3.4587 3.8338
H 4.0895 2.9710 5.4665
H -5.7509 -2.9701 1.2837
H -8.7139 3.3924 -3.3958
H -1.1771 -1.0908 -7.9227
H -6.4870 -3.3527 -0.3101
H 5.4288 5.0920 1.4093
H -5.4646 -3.2429 8.9459
H 5.2998 7.4408 4.8964
H -2.4397 -3.2937 -4.6131
H -2.4761 -3.6922 1.9084
H -3.6646 -9.3117 -1.1872
H -2.7045 -0.6826 -7.3348
H -7.4879 10.9160 1.6022
H -1.8897 0.7938 2.0231
H -4.5303 -1.6524 -6.1178
H 3.6598 2.0036 -1.4015
H -0.3077 -3.7984 0.8203
H 1.9537 7.2206 -3.2904
H -2.6782 -6.9935 8.9311
H 3.0842 6.0102 4.6852
H -10.5072 4.1515 -3.2762
H -0.8154 -4.5910 9.0248
H -7.0475 -4.1531 1.2165
H -4.5318 -5.4278 8.8147
H -5.1122 7.3485 1.3745
H -1.1684 -0.2901 3.7265
H -2.0245 -3.0641 -9.0293
H 12.2757 -5.9939 2.8844
H -9.3702 5.9129 -4.6878
H -0.1504 4.2896 -0.2744
H -0.2809 -4.8221 11.2402
H -4.9085 -5.3815 1.2475
H 0.6768 3.0783 1.8806
H 3.0783 8.2562 -7.0025
H 8.9004 -3.2105 1.9711
H 7.4314 -2.5268 -1.0655
H 13.1005 -6.3407 0.7007
H -6.5662 -9.6528 -2.4661
H 7.0788 0.3105 0.0995
H -6.1607 -9.0871 0.5410
H 2.1684 4.3053 -3.9810
H -2.6318 0.0543 -0.8879
H -2.5845 6.7932 2.9904
H 6.3113 1.5464 -1.7545
H -6.3090 6.9996 4.6976
H 9.3027 -6.8721 0.4538
H 0.8019 -0.5327 -6.6677
H -0.5562 5.1500 -5.0570
H 10.5018 -3.5815 0.6352
H 1.3092 -1.6029 -5.3050
H 6.1164 4.9240 -4.3612
H -10.7405 6.4179 -1.2489
H -4.4777 -10.0124 -2.5859
H -9.1239 3.8907 -0.9170
H -5.2493 -6.3640 -3.0800
H -7.0834 6.3117 -4.7981
H 12.0373 -4.4965 0.3614
H -1.1509 -6.3693 11.2787
H -6.1273 6.0736 -3.2942
H 0.8259 6.3107 -6.6547
H -2.6986 -6.3321 6.6333
H 4.1104 4.8852 -6.6539
H 9.7450 -4.9421 3.3757
H 3.8328 5.9463 -3.8041
H -0.4449 2.7008 -4.8071
H -8.2502 6.7568 -1.3930
H 0.3216 2.8586 -3.2145
H 5.9077 -2.9394 1.4764
H 8.9527 -2.3513 -4.9146
H -7.3518 -8.3297 -1.6837
H -6.2410 12.1793 1.7044
H 1.6035 4.1776 -5.6762
H -4.1832 -1.6622 -2.6280
H -1.4038 -2.8736 10.5754
H -6.4180 -5.6288 -1.3519
H -3.9039 -5.1162 11.7690
H 12.1545 -1.3645 2.6907
H 3.2217 2.5099 4.0320
H -3.4969 -6.4744 10.7740
H -6.0440 -2.2982 -4.3971
H -5.0379 -3.7436 -4.6961
H 2.5013 1.3824 -2.5461
H 0.9449 5.2778 0.5858
H -4.8374 4.9381 1.9873
H 2.5005 5.8510 -7.0781
H -5.3915 -2.8748 -2.1141
H 2.3603 5.4475 2.3444
H 0.4807 7.1038 -4.3338
H 4.1701 6.2958 1.4798
H 5.7889 -0.9420 -1.4853
H 5.9570 -1.1691 -3.1837
H 2.1581 4.0376 3.3258
H -3.6474 7.5487 4.7910
H -4.3271 1.1767 1.4001
H 4.1482 6.9758 -5.1599
H -6.8564 3.2500 -1.8698
H -6.6972 -6.4974 0.0830
H 10.0321 0.7728 0.8529
H -3.4386 4.4243 3.0044
H 2.0964 -2.2592 -0.3091
H -0.6342 -4.0875 -5.8573
H -2.8957 6.3817 1.3501
H 2.2918 -3.2505 1.0820
H 12.7276 -3.7940 2.6434
H -8.3758 -9.8674 0.4470
H 6.6422 1.4282 -3.3859
H 4.0388 3.8807 -5.3120
H 5.9024 7.6716 2.1928
H -2.0523 2.1805 -2.9742
H -6.5553 6.4856 2.9985
H -2.5689 -3.9130 4.7838
H 12.7045 -1.8360 1.0709
H -4.5877 -0.3685 0.5239
H -2.3196 -1.9103 0.6863
H -3.9565 -7.2376 -4.8553
H -6.4189 1.8345 -4.5012
H -3.9840 -1.8947 -10.5173
H 2.8162 9.1070 -4.6650
H -5.1508 10.0586 1.4618
H -2.6421 -7.5675 -2.8094
H -1.1676 -3.9834 3.1371
H -2.5881 -0.9490 -10.3560
H 6.1776 5.9751 -5.8770
H 0.6403 -2.6209 2.7907
H 5.7953 4.1566 4.0883
H 1.5539 4.2834 -0.7502
H 8.7892 0.6792 2.0465
H 0.4752 -1.0902 2.0255
H 1.3649 2.2691 0.4474
H 3.4429 3.9284 0.7087
H -6.4423 -7.5977 -3.5876
H 4.4960 5.2784 5.1993
H 5.0127 1.1199 3.2071
H 6.5908 6.3031 3.1804
H 7.4945 -4.1682 3.8844
H -5.4419 1.6398 -3.1669
H -2.5136 -1.6569 5.5902
H 3.4347 0.2603 -1.5839
H -4.0005 -0.7189 -9.2564
H -4.9033 1.1788 -0.1701
H -1.1818 -3.9508 -7.5705
H -3.6805 -1.7009 9.9093
H -3.8883 -6.8204 -1.1290
H -4.3386 5.5989 4.8748
H -2.6247 -9.1360 -3.6553
H -7.0724 11.6196 3.1454
H -0.4306 -1.8348 4.3893
H -0.7597 0.1540 0.8500
H -4.4073 -4.4978 -0.2535
H -4.6511 -8.7225 -4.8117
H -8.0845 -10.9659 -0.9398
H -3.0344 -2.7276 8.6544
H -5.5847 4.6267 4.2656
H 4.5782 2.2843 -3.5101
H 8.2592 -1.0433 0.3795
H 9.6237 -0.0573 -1.3850
H 5.4167 -2.8476 3.1140
H 5.5078 3.2573 2.7485
H -3.1775 -1.1579 1.9980
H -2.4682 -4.5771 8.3642
H -0.9158 -6.0684 6.6565
H -7.0369 1.1004 -2.9402
H 4.4926 0.7160 -4.1043
H 12.7617 -7.9552 1.2703
H 8.2325 -4.2395 0.8673
H -9.3965 6.9292 -3.2703
H -2.7196 -3.1023 11.6860
H 10.9213 -1.7659 1.4267
H -1.4376 -0.5335 -5.3233
H 9.1582 -2.3053 -1.6044
H 11.1406 -8.0520 -0.6564
H 8.5886 -3.8865 -3.2659
H -3.6503 -1.1458 -4.7282
H -3.6016 -2.9594 -8.2584
H 9.8622 -5.5131 -0.5268
H 8.5101 1.1986 -1.6854
H 11.8575 -6.6741 -1.1138
H -3.7718 -3.3562 -2.6100
H 1.1231 9.2214 -5.1056
H 6.8847 -3.5927 -3.1923
H 1.4340 8.5496 -7.2384
H 3.9923 7.8759 3.6515
H -2.4507 1.6859 -0.2305
H -11.3003 4.7336 -1.0800
H 8.1221 0.1234 -4.2032
H -7.2602 7.4159 -3.4439
H 1.6856 -3.9379 -0.4440
H -11.5179 5.6372 -3.3397
H 3.3731 2.5698 1.7667
H -3.5766 9.1630 4.1185
H -5.5573 -10.4590 -0.3320
H -3.1667 -3.7607 -6.1474
H 8.8411 -6.1883 2.4813
H -5.6739 3.8519 -3.1715
*
```

=====

The following is a quantum chemistry calculation of a structure of composition C10H10BrNO2S at a distorted geometry, from the OMol25 dataset.

Output
**Calculated total energy**: -96990.3777 eV
**Frontier orbital gap**: 0.2840 hartree
**HOMO**: -8.75 eV
**Molar mass**: 288.17 g/mol

The geometry in ORCA input format:
```
! wB97M-V def2-TZVPD RIJCOSX def2/J DEFGRID3
* xyz 0 1
Br -3.8835 0.2130 0.3850
S -1.7796 -1.2678 -0.5944
O -2.2252 -2.2987 0.2861
O -0.8969 -1.5844 -1.6607
N -2.7563 -0.1439 -0.9712
C 0.1045 -1.3866 1.0921
C 1.3456 0.2020 -0.8101
C -0.4071 4.7416 -0.1787
C 0.3367 0.7559 -0.0262
C 0.0639 2.1414 -0.0722
C -0.1664 3.3221 -0.1292
C 1.1134 -1.9309 0.3133
C 1.5269 -3.3538 0.5117
C 1.6980 -1.1273 -0.6627
C -0.3682 -0.0903 0.8556
H 0.6621 -4.0051 0.3884
H 1.9173 -3.5043 1.5174
H 2.2862 -3.6430 -0.2090
H -1.3264 4.9391 -0.7286
H 2.4595 -1.5428 -1.3056
H -1.1069 0.3411 1.5185
H 1.8590 0.8250 -1.5258
H -0.3702 -1.9849 1.8552
H -0.5085 5.1402 0.8301
H 0.4218 5.2422 -0.6790
*
```

=====

The following is a quantum chemistry calculation of a structure of composition C10H10CaCl2O4 at a distorted geometry, from the OMol25 dataset.

Output
**Calculated total energy**: -62196.2260 eV
**Frontier orbital gap (alpha / beta)**: 0.1701 / 0.1701 hartree
**HOMO (alpha / beta)**: 0.66 / 0.66 eV
**Molar mass**: 305.17 g/mol

The geometry in ORCA input format:
```
! wB97M-V def2-TZVPD RIJCOSX def2/J DEFGRID3
* xyz -2 1
Ca -0.0594 -0.0259 -0.1103
Cl 1.6520 1.7283 0.3321
Cl 1.6586 0.7320 3.0547
O 3.1594 0.5295 2.8865
O 1.1432 -0.2043 4.1395
O 1.3798 2.1738 3.4609
O 0.8743 0.3860 1.6097
C 0.1063 -2.2995 -0.7846
C -1.6024 1.6004 0.6499
C -1.7971 0.9344 -1.5168
C -2.4266 -0.0360 -0.6984
C -1.2979 1.9472 -0.6861
C 1.3825 -1.9895 -0.2627
C -2.3163 0.3822 0.6344
C -0.0795 -1.5119 -1.9422
C 1.9646 -1.0094 -1.0734
C 1.0600 -0.6917 -2.1092
H -0.9487 -1.5203 -2.5760
H -2.6213 -0.1740 1.5019
H -0.6990 2.7848 -0.9942
H -2.8665 -0.9609 -1.0341
H -0.6045 -2.9836 -0.3521
H 1.2030 0.0622 -2.8650
H -1.6749 0.8807 -2.5860
H 2.8869 -0.4968 -0.8708
H -1.2590 2.1172 1.5275
H 1.7828 -2.3549 0.6648
*
```

=====

The following is a quantum chemistry calculation of a structure of composition C10H10ClNO3Y at a distorted geometry, from the OMol25 dataset.

Output
**Calculated total energy**: -31719.9760 eV
**Frontier orbital gap (alpha / beta)**: 0.1663 / 0.1600 hartree
**HOMO (alpha / beta)**: -3.02 / -3.02 eV
**Molar mass**: 316.55 g/mol

The geometry in ORCA input format:
```
! wB97M-V def2-TZVPD RIJCOSX def2/J DEFGRID3
* xyz -1 1
Y 0.0143 -0.0251 -0.0837
Cl 0.6146 -0.3305 2.2480
O -0.2793 1.0649 1.7007
O 0.3673 2.5802 3.1783
O -1.4369 1.4671 3.5615
N -0.4191 1.6941 2.9638
C 1.1814 -3.6401 -4.4546
C 1.9766 -2.5452 -4.8961
C 1.8281 -4.2285 -3.3314
C 3.0227 -3.4970 -3.0784
C -2.2764 0.4939 0.4221
C -1.5927 1.7447 0.2529
C -1.4490 0.5755 -1.7320
C -2.1758 -0.2345 -0.7947
C -1.0707 1.7863 -1.0772
C 3.1146 -2.4569 -4.0456
H -1.4446 2.4816 1.0061
H 1.7573 -1.8998 -5.7261
H -0.4889 2.5757 -1.4945
H -1.1713 0.2863 -2.7225
H -2.5701 -1.2096 -0.9791
H -2.7129 0.1506 1.3321
H 0.2568 -3.9659 -4.8930
H 3.9043 -1.7332 -4.1214
H 3.7305 -3.6956 -2.2958
H 1.4765 -5.0759 -2.7733
*
```